One molecule with the formula C22H18FN5O2 in a non-equilibrium geometry. Source: the Open Molecules 2025 dataset; level of theory: the ωB97M-V functional and the def2-TZVPD basis.

Results
Strongest force on any atom, eV/A: 3.88
HOMO-LUMO gap, eV: 8.6
ΔE to the lowest compared entry with this formula, charge and spin, kJ/mol: 0.6
SMILES string: COc1c(C#N)ccc2[nH]c(-c3nc4n(n3)CCO[C@H]4c3cccc(F)c3C)cc12

Geometry as XYZ:
```
48
C22H18FN5O2, DFT the ωB97M-V functional and the def2-TZVPD basis
N -3.509 1.710 7.347
F 5.444 0.451 -0.159
C -3.440 1.381 6.211
N -1.864 -1.056 -1.713
N 0.190 -0.788 -0.803
O -0.939 0.749 4.761
O 1.317 -1.233 -4.293
C -1.163 -0.734 -0.656
C 0.378 -1.149 -2.039
C -1.174 -0.037 1.814
C -1.792 -0.267 0.587
C 3.598 1.901 -2.947
C 4.542 1.754 -1.913
C -4.614 0.950 4.120
C -4.661 0.650 2.748
C 2.676 0.893 -3.210
C 4.505 0.619 -1.121
C -3.382 0.968 4.835
C -2.172 0.676 4.136
C -2.232 0.334 2.768
C -3.456 0.310 2.055
C 3.563 -0.406 -1.311
C 2.654 -0.282 -2.424
N -3.194 -0.070 0.747
N -0.862 -1.346 -2.628
C -0.242 1.959 4.450
C 3.473 -1.575 -0.351
C 0.242 -2.090 -4.732
C -1.069 -1.569 -4.095
C 1.658 -1.348 -2.842
H -0.099 -0.110 2.043
H 3.654 2.755 -3.582
H 5.282 2.511 -1.713
H -5.520 1.210 4.625
H -5.588 0.759 2.186
H 1.941 1.089 -3.999
H -3.881 -0.324 0.018
H -0.575 2.818 5.016
H -0.378 2.247 3.392
H 0.817 1.809 4.667
H 4.154 -2.325 -0.691
H 2.473 -1.984 -0.290
H 3.835 -1.308 0.644
H 0.427 -3.145 -4.436
H 0.138 -2.096 -5.803
H -1.902 -2.319 -4.205
H -1.362 -0.602 -4.536
H 2.107 -2.342 -2.680
```



One molecule with the formula C2H2N2O in a non-equilibrium geometry. Source: the Open Molecules 2025 dataset; level of theory: the ωB97M-V functional and the def2-TZVPD basis.

Results
Strongest force on any atom, eV/A: 1.10
HOMO-LUMO gap, eV: 12.5
ΔE to the lowest compared entry with this formula, charge and spin, kJ/mol: 241.7
SMILES string: c1cnon1

Geometry as XYZ:
```
7
C2H2N2O, DFT the ωB97M-V functional and the def2-TZVPD basis
O 1.561 -0.083 -0.025
N 0.875 1.077 0.030
C -0.390 0.762 0.032
C -0.476 -0.681 -0.023
N 0.737 -1.142 -0.059
H -1.121 1.570 0.072
H -1.186 -1.503 -0.028
```



C34H31BCdN14S as an isolated structure. Source: the Open Molecules 2025 dataset; level of theory: the ωB97M-V functional and the def2-TZVPD basis.

Results
Strongest force on any atom, eV/A: 0.43
Total charge: +1
HOMO-LUMO gap (spin up / spin down), eV: 6.6 / 7.7
ΔE to the lowest compared entry with this formula, charge and spin, kJ/mol: 0.0
Spin multiplicity: 2

Geometry as XYZ:
```
82
C34H31BCdN14S, DFT the ωB97M-V functional and the def2-TZVPD basis
Cd -0.770 -0.646 0.161
C 3.148 0.460 1.934
C 2.388 0.011 0.853
N 1.103 -0.034 1.179
N 1.001 0.376 2.464
C 2.226 0.672 2.936
B -0.332 0.278 3.282
N -0.826 -1.198 3.286
C -0.963 -2.116 4.262
C -1.517 -3.256 3.715
C -1.690 -2.949 2.367
N -1.274 -1.713 2.113
N -1.452 1.136 2.583
C -2.400 1.857 3.209
C -3.130 2.540 2.258
C -2.549 2.167 1.045
N -1.544 1.319 1.242
N -0.077 0.880 4.651
C 0.209 2.194 4.861
C 0.219 2.415 6.211
C -0.088 1.155 6.767
N -0.266 0.242 5.832
H 4.214 0.598 1.984
H 2.703 -0.287 -0.131
H 2.371 1.008 3.949
H -0.672 -1.884 5.270
H -1.759 -4.172 4.225
H -2.091 -3.559 1.572
H -2.502 1.835 4.282
H -3.956 3.210 2.425
H -2.779 2.510 0.047
H 0.382 2.870 4.039
H 0.410 3.342 6.724
H -0.175 0.880 7.806
C 3.176 -0.129 -3.601
C 2.125 0.248 -2.580
N 1.155 -0.545 -2.216
N 1.124 -1.755 -2.886
C 0.668 -2.890 -2.330
N 0.813 -3.999 -3.084
S -0.041 -3.014 -0.812
C 2.270 1.519 -1.923
C 3.534 2.078 -1.684
C 3.716 3.101 -0.796
C 2.593 3.619 -0.092
C 1.359 3.181 -0.391
N 1.158 2.197 -1.359
H 3.884 -0.854 -3.193
H 2.730 -0.557 -4.501
H 3.724 0.748 -3.929
H 1.635 -1.843 -3.753
H 1.392 -4.022 -3.907
H 0.548 -4.877 -2.673
H 4.393 1.634 -2.168
H 4.703 3.500 -0.611
H 2.717 4.375 0.669
H 0.460 3.574 0.058
C -5.310 -1.757 -1.823
C -4.168 -1.851 -2.604
C -2.955 -1.496 -2.047
N -2.840 -1.066 -0.786
C -3.941 -0.980 -0.035
C -5.193 -1.315 -0.514
H -6.278 -2.022 -2.228
H -4.211 -2.199 -3.627
H -2.038 -1.557 -2.622
H -3.802 -0.633 0.983
H -6.058 -1.228 0.129
N -7.000 2.285 -5.897
C -6.024 2.202 -5.296
C -4.796 2.102 -4.551
C -3.649 1.610 -5.171
C -2.458 1.558 -4.474
C -2.392 2.001 -3.150
C -3.553 2.457 -2.526
C -4.745 2.514 -3.222
C -1.130 2.035 -2.473
C -0.074 2.072 -1.906
H -3.699 1.285 -6.201
H -1.562 1.188 -4.956
H -3.518 2.767 -1.490
H -5.641 2.880 -2.739
```



One molecule with the formula C5H6N2O in a non-equilibrium geometry. Source: the Open Molecules 2025 dataset; level of theory: the ωB97M-V functional and the def2-TZVPD basis.

Results
Strongest force on any atom, eV/A: 8.45
HOMO-LUMO gap, eV: 8.8
ΔE to the lowest compared entry with this formula, charge and spin, kJ/mol: 637.4
SMILES string: C#C/C(=N\N)[C@@H]1CO1

Geometry as XYZ:
```
14
C5H6N2O, DFT the ωB97M-V functional and the def2-TZVPD basis
C -0.284 -0.129 -0.458
C -1.302 0.944 -0.145
C -1.827 2.124 0.132
C 1.171 0.466 -0.518
C 2.423 -0.338 -0.082
H -2.274 -0.776 0.240
H -1.858 -2.539 0.894
H -2.419 2.941 0.512
H 1.279 1.301 -1.277
H 2.222 -1.428 0.170
H 3.439 0.123 -0.410
N -1.784 -1.816 0.084
N -0.413 -1.414 -0.022
O 1.627 0.541 0.880
```



C5H8LiMgO4 as an isolated structure in a non-equilibrium geometry. Source: the Open Molecules 2025 dataset; level of theory: the ωB97M-V functional and the def2-TZVPD basis.

Results
Strongest force on any atom, eV/A: 2.61
HOMO-LUMO gap (spin up / spin down), eV: 5.2 / 8.0
ΔE to the lowest compared entry with this formula, charge and spin, kJ/mol: 181.0
Spin multiplicity: 2

Geometry as XYZ:
```
19
C5H8LiMgO4, DFT the ωB97M-V functional and the def2-TZVPD basis
C 0.395 1.583 2.297
C 1.013 1.191 0.978
O 1.819 0.158 1.063
Li 1.242 -1.566 1.176
H -0.003 2.608 2.246
H -0.380 0.850 2.565
H 1.139 1.485 3.104
H 1.489 1.966 0.342
H 0.005 1.059 -0.089
O -0.616 0.214 -2.652
C 0.702 -2.193 -0.822
C -1.018 0.359 -1.440
O 1.406 -2.437 -1.806
O -0.640 -1.988 -1.270
C -1.359 -0.913 -0.692
Mg 0.031 -1.660 -3.327
H -1.753 1.167 -1.264
H -2.433 -1.128 -0.768
H -1.040 -0.753 0.358
```



A 3-piece molecular cluster, C3H15N2O2 overall in a non-equilibrium geometry. Source: the Open Molecules 2025 dataset; level of theory: the ωB97M-V functional and the def2-TZVPD basis.

Results
Strongest force on any atom, eV/A: 1.63
Total charge: +1
HOMO-LUMO gap, eV: 10.3
ΔE to the lowest compared entry with this formula, charge and spin, kJ/mol: 70.2

Geometry as XYZ:
```
22
C3H15N2O2, DFT the ωB97M-V functional and the def2-TZVPD basis
N -1.268 -1.319 1.342
C 0.062 -1.766 0.808
C 0.960 -0.571 0.579
N 0.386 0.298 -0.429
C 0.988 1.667 -0.394
H -2.035 -1.923 1.082
H -1.194 -1.252 2.355
H -1.452 -0.355 0.985
H 0.516 -2.418 1.508
H -0.108 -2.277 -0.135
H 1.152 -0.034 1.513
H 1.933 -0.988 0.294
H 0.649 -0.057 -1.336
H 0.497 2.188 0.431
H 0.709 2.189 -1.303
H 2.053 1.612 -0.173
H -1.575 1.778 0.679
H -2.414 2.008 1.891
O -1.771 1.377 1.542
H 1.192 0.415 -3.461
H -0.022 -0.149 -4.153
O 0.742 -0.423 -3.627
```



One molecule with the formula C4H4N2S in a non-equilibrium geometry. Source: the Open Molecules 2025 dataset; level of theory: the ωB97M-V functional and the def2-TZVPD basis.

Results
Strongest force on any atom, eV/A: 4.59
HOMO-LUMO gap, eV: 9.5
ΔE to the lowest compared entry with this formula, charge and spin, kJ/mol: 171.1
SMILES string: N#C[C@@H]1CN=CS1

Geometry as XYZ:
```
11
C4H4N2S, DFT the ωB97M-V functional and the def2-TZVPD basis
C -1.818 0.722 0.058
C 0.985 -1.521 -0.451
C 0.685 0.745 -0.168
C -0.554 0.280 0.618
N -2.858 1.046 -0.293
N 1.551 -0.400 -0.594
S -0.564 -1.756 0.287
H 1.429 -2.441 -0.694
H 0.497 1.387 -0.990
H 1.370 1.320 0.624
H -0.722 0.618 1.603
```



An isolated ion of composition C3H7N2O2 and charge +1 in a non-equilibrium geometry. Source: the Open Molecules 2025 dataset; level of theory: the ωB97M-V functional and the def2-TZVPD basis.

Results
Strongest force on any atom, eV/A: 5.13
Total charge: +1
HOMO-LUMO gap, eV: 9.3
ΔE to the lowest compared entry with this formula, charge and spin, kJ/mol: 506.5

Geometry as XYZ:
```
14
C3H7N2O2, DFT the ωB97M-V functional and the def2-TZVPD basis
C -0.335 -1.616 -0.163
C -1.562 0.127 0.560
C 0.959 0.242 0.370
N 0.851 -1.205 -0.014
N -0.270 0.978 -0.024
O -2.516 0.299 -0.332
O 1.997 0.691 -0.327
H -0.509 -2.579 -0.659
H 1.125 0.158 1.408
H 1.692 -1.461 -0.358
H -0.415 1.122 -0.971
H -0.417 1.824 0.474
H -3.412 0.414 0.044
H 2.814 1.006 -0.009
```



A 2-piece molecular cluster, C4H4NO2 overall in a non-equilibrium geometry. Source: the Open Molecules 2025 dataset; level of theory: the ωB97M-V functional and the def2-TZVPD basis.

Results
Strongest force on any atom, eV/A: 7.67
Total charge: -1
HOMO-LUMO gap (spin up / spin down), eV: 4.2 / 7.5
ΔE to the lowest compared entry with this formula, charge and spin, kJ/mol: 0.0
Spin multiplicity: 3

Geometry as XYZ:
```
11
C4H4NO2, DFT the ωB97M-V functional and the def2-TZVPD basis
C -0.961 -0.982 -0.888
C -0.375 0.846 0.733
C -0.250 -0.192 -0.129
C 1.756 -0.664 -0.235
N -0.940 1.929 0.506
O 1.976 -0.694 -1.409
O 2.097 -0.787 0.899
H -0.749 -1.848 -1.672
H -2.049 -0.909 -0.760
H 0.266 0.696 1.595
H -0.771 2.605 1.361
```



H26O13 as an isolated structure in a non-equilibrium geometry. Source: the Open Molecules 2025 dataset; level of theory: the ωB97M-V functional and the def2-TZVPD basis.

Results
Strongest force on any atom, eV/A: 11.29
HOMO-LUMO gap, eV: 7.4
ΔE to the lowest compared entry with this formula, charge and spin, kJ/mol: 802.7

Geometry as XYZ:
```
39
H26O13, DFT the ωB97M-V functional and the def2-TZVPD basis
H -0.242 0.374 0.076
H 1.139 0.149 -0.518
H 5.292 -1.413 -0.927
H 4.173 -0.386 -0.967
H 3.075 3.983 -0.675
H 2.012 3.266 -1.492
H -3.784 -1.693 -1.483
H -4.133 -3.120 -1.092
H 3.492 -2.691 2.157
H 3.713 -1.673 1.050
H -3.073 0.484 -0.813
H -4.464 0.548 -0.204
H 0.204 2.540 1.213
H -0.953 1.871 1.938
H 4.160 1.777 -0.565
H 3.281 1.711 0.672
H -3.917 0.967 1.928
H -3.547 -0.330 2.628
H -0.561 -1.921 -2.328
H 0.915 -2.268 -2.429
H -0.888 -3.988 -0.531
H -1.160 -2.655 0.148
H 2.130 -1.111 0.614
H 1.585 -2.447 0.136
H -3.320 4.393 -1.098
H -3.983 3.028 -1.184
O 0.392 0.757 -0.541
O 4.705 -0.906 -0.355
O 2.205 3.575 -0.599
O -3.931 -2.256 -0.715
O 3.016 -2.107 1.556
O -3.580 0.199 -0.044
O -0.347 1.749 1.198
O 4.201 1.792 0.398
O -4.202 0.377 2.634
O 0.305 -1.663 -1.993
O -1.263 -3.115 -0.693
O 1.474 -1.783 0.826
O -3.119 3.456 -1.202
```



One molecule with the formula C17H22ClFN2O5S in a non-equilibrium geometry. Source: the Open Molecules 2025 dataset; level of theory: the ωB97M-V functional and the def2-TZVPD basis.

Results
Strongest force on any atom, eV/A: 1.46
HOMO-LUMO gap, eV: 8.9
ΔE to the lowest compared entry with this formula, charge and spin, kJ/mol: 26.9
SMILES string: O=C(NS(=O)(=O)Oc1ccc(F)c(Cl)c1)OC[C@@H]1CCCN2CCCC[C@@H]12

Geometry as XYZ:
```
49
C17H22ClFN2O5S, DFT the ωB97M-V functional and the def2-TZVPD basis
O 1.196 0.136 -2.044
C 0.626 -0.578 -1.265
N -0.210 -1.596 -1.689
S -1.331 -2.527 -0.863
O -2.485 -1.785 -0.517
O -1.486 -3.688 -1.669
O -0.599 -2.857 0.502
C 0.674 -3.376 0.538
C 1.233 -4.072 -0.523
C 2.527 -4.552 -0.412
C 3.251 -4.335 0.746
C 2.692 -3.642 1.816
C 1.397 -3.163 1.707
H 0.941 -2.621 2.519
Cl 3.597 -3.371 3.252
F 4.507 -4.800 0.832
H 2.987 -5.098 -1.220
H 0.652 -4.247 -1.413
H -0.356 -1.613 -2.685
O 0.825 -0.637 0.046
C 1.615 0.408 0.622
H 2.081 -0.045 1.501
C 0.800 1.647 1.022
C -0.139 1.369 2.198
C -1.307 0.485 1.772
C -2.007 1.083 0.556
N -1.064 1.297 -0.531
C -1.694 1.716 -1.768
C -2.204 3.163 -1.733
C -1.071 4.109 -1.341
C -0.423 3.652 -0.033
H 0.438 4.281 0.198
H -1.138 3.746 0.785
C 0.033 2.193 -0.193
H 0.717 2.173 -1.052
H -1.449 5.129 -1.239
H -0.315 4.108 -2.130
H -3.021 3.246 -1.014
H -2.597 3.432 -2.715
H -2.513 1.024 -1.982
H -0.943 1.619 -2.560
H -2.515 2.014 0.859
H -2.761 0.380 0.199
H -0.957 -0.515 1.523
H -2.026 0.399 2.589
H -0.522 2.321 2.571
H 0.419 0.897 3.009
H 1.536 2.399 1.330
H 2.387 0.694 -0.099
```



C36H40CaClNPSSi as an isolated structure in a non-equilibrium geometry. Source: the Open Molecules 2025 dataset; level of theory: the ωB97M-V functional and the def2-TZVPD basis.

Results
Strongest force on any atom, eV/A: 1.76
Total charge: +1
HOMO-LUMO gap, eV: 7.8
ΔE to the lowest compared entry with this formula, charge and spin, kJ/mol: 50.5

Geometry as XYZ:
```
82
C36H40CaClNPSSi, DFT the ωB97M-V functional and the def2-TZVPD basis
Ca 0.644 0.207 1.396
C 0.589 -4.416 3.353
C -0.451 -3.295 3.333
C -1.567 -3.629 4.333
C 0.146 -1.931 3.626
C -0.687 -0.848 3.924
C -0.167 0.390 4.267
C 1.209 0.609 4.302
C 1.772 1.931 4.736
C 2.043 -0.454 3.959
C 1.520 -1.701 3.638
H 0.093 -5.374 3.211
H 1.101 -4.444 4.314
H 1.321 -4.302 2.555
H -0.891 -3.252 2.324
H -1.215 -3.487 5.353
H -1.865 -4.668 4.217
H -2.451 -3.017 4.180
H -1.761 -0.984 3.949
H -0.843 1.182 4.572
H 1.755 2.660 3.920
H 2.802 1.819 5.068
H 1.185 2.338 5.557
H 3.120 -0.333 4.018
H 2.213 -2.508 3.444
Cl -0.712 2.840 2.082
C -0.089 4.175 1.175
C -0.148 5.460 1.681
C 0.332 6.507 0.908
C 0.839 6.263 -0.358
C 0.904 4.974 -0.850
C 0.451 3.907 -0.081
P 0.579 2.160 -0.604
C -0.990 1.940 -1.503
C -2.098 2.760 -1.304
C -3.291 2.494 -1.958
C -3.383 1.420 -2.827
C -2.282 0.600 -3.024
C -1.096 0.846 -2.360
C 1.832 2.273 -1.920
C 1.522 2.450 -3.264
C 2.537 2.508 -4.202
C 3.861 2.407 -3.805
C 4.177 2.254 -2.463
C 3.165 2.179 -1.522
H -0.570 5.640 2.656
H 0.298 7.513 1.295
H 1.187 7.081 -0.967
H 1.304 4.779 -1.835
H -2.038 3.609 -0.638
H -4.146 3.131 -1.777
H -4.312 1.217 -3.340
H -2.342 -0.240 -3.695
H -0.241 0.196 -2.505
H 0.490 2.537 -3.570
H 2.292 2.634 -5.245
H 4.648 2.449 -4.543
H 5.210 2.190 -2.153
H 3.400 2.046 -0.466
C 1.594 -3.846 -2.530
Si -0.281 -3.542 -2.631
C -1.136 -5.244 -2.533
C -0.745 -2.698 -4.285
C -1.136 -2.456 -1.301
C -2.517 -2.442 -1.238
C -3.187 -1.626 -0.325
C -2.433 -0.823 0.500
N -1.099 -0.812 0.477
C -0.455 -1.619 -0.393
S 1.253 -1.569 -0.339
H 1.890 -4.499 -3.348
H 1.871 -4.338 -1.603
H 2.181 -2.938 -2.598
H -0.717 -5.913 -3.278
H -2.202 -5.175 -2.725
H -1.006 -5.714 -1.563
H -0.399 -3.288 -5.127
H -0.316 -1.707 -4.389
H -1.822 -2.605 -4.381
H -3.083 -3.072 -1.910
H -4.264 -1.618 -0.264
H -2.896 -0.152 1.218
```